# 1
The following is a DFT calculation (ωB97M-V/def2-TZVPD) of 2 unconnected molecules or ions with the total composition CH7NOS2 in a non-equilibrium geometry.

XYZ file:
```
12
Properties=species:S:1:pos:R:3:forces:R:3
S -1.9751 -0.6188 -0.8610 -0.1 -0.4 -0.1
S -0.7414 0.9477 -1.2575 0.2 0.4 0.1
H -1.5593 -0.9798 0.3682 0.1 0.2 0.0
H 0.4043 0.3259 -1.5924 -0.2 -0.2 0.0
N 1.8417 0.9893 1.4328 -0.1 0.7 -0.4
C 1.9232 -0.3615 1.7869 0.1 -1.1 -0.3
O 1.2971 -1.1891 0.7688 -0.2 0.1 0.1
H 2.2754 1.1157 0.5210 0.0 0.1 0.2
H 0.8737 1.2770 1.3312 0.0 0.0 0.1
H 2.9707 -0.6599 1.8292 0.1 0.0 0.2
H 1.4435 -0.5487 2.7478 0.0 0.1 0.1
H 1.3882 -2.1179 1.0084 0.0 0.0 0.0
```
Positions in Å, forces in eV/Å.

Results
- Kohn-Sham gap: 0.357 Eh
- Charge: 0
- Relative energy (zero: lowest compared OMol25 entry of this formula, charge and spin): 0.00 kJ/mol
- E_tot: -26358.273 eV
- Molecular weight: 113.21 g mol⁻¹

Table of natural (NBO) atomic charges, one value per atom, all in e: S -0.123; S -0.138; H 0.130; H 0.132; N -0.820; C 0.089; O -0.768; H 0.358; H 0.367; H 0.152; H 0.155; H 0.467


# 2
The following is a DFT calculation (ωB97M-V/def2-TZVPD) of 2 unconnected molecules or ions with the total composition CH7NOS2 in a non-equilibrium geometry.

XYZ file:
```
12
Properties=species:S:1:pos:R:3:forces:R:3
S 2.0198 0.6562 0.6221 -1.3 1.1 0.3
S 0.5194 1.9292 -0.0739 0.9 -1.4 0.1
H 1.9819 -0.1342 -0.4416 0.2 -0.2 -0.7
H -0.1057 2.0421 1.1102 0.2 0.2 0.3
N -1.1211 -2.7197 -0.5525 0.0 -1.1 1.1
C -1.4918 -1.3777 -0.8288 -0.6 0.1 0.2
O -2.1854 -0.9314 0.3454 -0.6 1.9 -1.3
H -1.3031 -3.0512 0.4316 0.5 1.1 -1.2
H -1.6087 -3.4003 -1.1150 0.1 0.1 -0.5
H -0.6248 -0.6782 -1.0017 -0.2 -0.5 0.1
H -2.0880 -1.3377 -1.7834 0.3 0.0 0.9
H -2.5957 -0.0498 0.1069 0.5 -1.4 0.6
```
Positions in Å, forces in eV/Å.

Results
- Multiplicity: 2
- Kohn-Sham gap (spin up / spin down): 0.300 / 0.130 Eh
- Charge: +1
- Relative energy (zero: lowest compared OMol25 entry of this formula, charge and spin): 77.50 kJ/mol
- E_tot: -26348.733 eV
- Molecular weight: 113.21 g mol⁻¹

Table of natural (NBO) atomic charges, one value per atom, all in e: S 0.247; S 0.234; H 0.173; H 0.183; N -0.780; C 0.099; O -0.717; H 0.400; H 0.387; H 0.118; H 0.183; H 0.472


# 3
The following is a DFT calculation (ωB97M-V/def2-TZVPD) of 2 unconnected molecules or ions with the total composition CH7NS in a non-equilibrium geometry.

XYZ file:
```
10
Properties=species:S:1:pos:R:3:forces:R:3
S -1.6434 1.8175 0.8175 1.2 1.7 -0.7
H -2.2894 0.7790 1.0821 -1.8 -2.3 2.2
C 2.3634 -1.6481 -0.5075 -0.5 -2.7 2.2
N 1.0114 -1.7924 -1.1936 0.5 0.9 0.8
H 2.7995 -0.6389 -0.3976 -0.4 -0.4 -1.2
H 3.0834 -2.4675 -0.8563 -0.8 1.6 0.0
H 2.2655 -1.9151 0.6116 0.0 0.2 -1.3
H -1.7989 1.1142 -0.2892 0.6 0.6 -1.5
H 0.4354 -2.6217 -0.8641 1.3 1.7 -0.2
H 0.5382 -0.8943 -0.9655 -0.1 -1.3 -0.3
```
Positions in Å, forces in eV/Å.

Results
- Kohn-Sham gap: 0.366 Eh
- Charge: 0
- Relative energy (zero: lowest compared OMol25 entry of this formula, charge and spin): 134.21 kJ/mol
- E_tot: -13474.426 eV
- Molecular weight: 65.14 g mol⁻¹

Table of natural (NBO) atomic charges, one value per atom, all in e: S -0.261; H 0.123; C -0.432; N -0.856; H 0.210; H 0.195; H 0.163; H 0.139; H 0.365; H 0.354


# 4
The following is a DFT calculation (ωB97M-V/def2-TZVPD) of 2 unconnected molecules or ions with the total composition CH7NS in a non-equilibrium geometry.

XYZ file:
```
10
Properties=species:S:1:pos:R:3:forces:R:3
S 0.0858 -0.4350 -1.5295 1.8 1.0 -0.9
H -0.1369 -1.3513 -2.4716 -1.0 -0.5 0.6
C -0.1907 0.0472 2.0665 0.4 0.3 -0.8
N 0.1439 0.9570 0.9141 0.0 -1.5 1.1
H 0.1175 -0.9510 1.7677 -0.2 -0.1 0.2
H 0.3573 0.3612 2.9527 -0.1 -0.1 0.1
H -1.2625 0.0999 2.2256 0.0 -0.1 0.1
H -0.2620 0.2153 -0.2249 -1.1 0.1 0.4
H 1.1156 0.7766 0.6707 0.1 0.6 0.2
H 0.0214 1.8754 1.3198 0.1 0.5 -0.9
```
Positions in Å, forces in eV/Å.

Results
- Kohn-Sham gap: 0.328 Eh
- Charge: 0
- Relative energy (zero: lowest compared OMol25 entry of this formula, charge and spin): 179.48 kJ/mol
- E_tot: -13473.956 eV
- Molecular weight: 65.14 g mol⁻¹

Table of natural (NBO) atomic charges, one value per atom, all in e: S -0.731; H 0.198; C -0.419; N -0.786; H 0.221; H 0.193; H 0.206; H 0.327; H 0.397; H 0.395


# 5
The following is a DFT calculation (ωB97M-V/def2-TZVPD) of 2 unconnected molecules or ions with the total composition CH7O2 in a non-equilibrium geometry.

XYZ file:
```
10
Properties=species:S:1:pos:R:3:forces:R:3
O -0.2645 0.8161 1.8224 0.5 1.2 3.2
H -0.1422 1.2793 2.7392 0.5 -1.5 -2.3
H -1.0613 1.2419 1.5574 -1.4 0.5 -0.7
H 0.3316 0.3726 0.6683 -0.2 0.6 -0.7
C 0.0613 -0.5269 -1.5785 2.3 -2.3 0.7
O 0.6358 -0.2346 -0.1510 -0.9 -5.6 2.0
H -0.2130 0.4484 -1.7757 -1.0 1.6 -1.4
H 1.0118 -0.9109 -2.1763 -2.3 0.9 1.3
H -0.7483 -1.3182 -1.4922 1.0 1.3 -0.2
H 0.3888 -1.1677 0.3864 1.5 3.2 -2.0
```
Positions in Å, forces in eV/Å.

Results
- Kohn-Sham gap: 0.505 Eh
- Charge: +1
- Relative energy (zero: lowest compared OMol25 entry of this formula, charge and spin): 132.24 kJ/mol
- E_tot: -5236.465 eV
- Molecular weight: 51.07 g mol⁻¹

Table of natural (NBO) atomic charges, one value per atom, all in e: O -0.933; H 0.552; H 0.506; H 0.548; C -0.221; O -0.692; H 0.214; H 0.253; H 0.230; H 0.542


# 6
The following is a DFT calculation (ωB97M-V/def2-TZVPD) of 3 unconnected molecules or ions with the total composition CH7O2S.

XYZ file:
```
11
Properties=species:S:1:pos:R:3:forces:R:3
C -0.9787 -0.5312 -1.3555 0.2 0.5 -0.2
S -0.8259 0.9811 -0.3130 0.2 -0.5 0.0
H -0.0082 -0.9709 -1.6211 -0.1 0.2 0.0
H -1.5361 -1.3114 -0.8653 -0.3 -0.3 0.3
H -1.5152 -0.2816 -2.2710 0.1 -0.1 -0.2
H -1.0865 -0.0389 3.0660 -0.1 0.1 -0.1
H -0.2031 0.0518 1.8336 -0.1 0.4 -0.1
O -0.1697 0.0773 2.8112 0.2 -0.3 0.2
H 1.4493 0.3221 -0.2162 -0.1 0.2 0.2
H 2.4538 1.2541 -0.7955 0.0 0.1 0.0
O 2.4204 0.4476 -0.2731 0.0 -0.2 -0.2
```
Positions in Å, forces in eV/Å.

Results
- Kohn-Sham gap: 0.266 Eh
- Charge: -1
- Relative energy (zero: lowest compared OMol25 entry of this formula, charge and spin): 14.09 kJ/mol
- E_tot: -16082.120 eV
- Molecular weight: 83.13 g mol⁻¹

Table of natural (NBO) atomic charges, one value per atom, all in e: C -0.732; S -0.719; H 0.177; H 0.174; H 0.176; H 0.450; H 0.499; O -0.987; H 0.495; H 0.457; O -0.989


# 7
The following is a DFT calculation (ωB97M-V/def2-TZVPD) of 3 unconnected molecules or ions with the total composition CH7O3 in a non-equilibrium geometry.

XYZ file:
```
11
Properties=species:S:1:pos:R:3:forces:R:3
C -1.5611 -0.6014 -0.9860 1.3 -0.5 0.6
O -0.7265 -1.5291 -0.3252 -0.2 0.1 -0.1
H -2.5778 -0.7023 -0.5816 0.0 0.6 -0.1
H -1.1042 0.3989 -0.8686 -0.7 0.0 0.1
H -1.5875 -0.7947 -2.0646 -0.2 -0.1 -0.2
H 0.0650 -1.0273 0.2058 -0.2 -0.3 -0.4
H 1.8787 -0.8691 1.0804 0.5 -0.4 0.1
O 1.1405 -0.3446 0.8031 -0.5 0.6 -0.2
H 1.1630 1.2448 0.5256 0.1 0.1 1.3
H 0.6205 2.1761 -0.3952 -0.2 0.9 0.0
O 0.9615 2.2490 0.5072 0.1 -1.0 -1.1
```
Positions in Å, forces in eV/Å.

Results
- Kohn-Sham gap: 0.320 Eh
- Charge: -1
- Relative energy (zero: lowest compared OMol25 entry of this formula, charge and spin): 30.29 kJ/mol
- E_tot: -7293.410 eV
- Molecular weight: 67.06 g mol⁻¹

Table of natural (NBO) atomic charges, one value per atom, all in e: C -0.237; O -0.836; H 0.136; H 0.155; H 0.125; H 0.512; H 0.432; O -1.220; H 0.517; H 0.434; O -1.018


# 8
The following is a DFT calculation (ωB97M-V/def2-TZVPD) of 4 unconnected molecules or ions with the total composition CH7O5 in a non-equilibrium geometry.

XYZ file:
```
13
Properties=species:S:1:pos:R:3:forces:R:3
O -0.3167 -1.3021 0.8452 0.4 0.1 -0.5
C 0.6247 -0.5058 0.6485 0.8 0.5 1.6
O 0.7018 0.6040 0.0855 -1.1 0.1 -0.9
H 1.5760 -0.7066 1.2237 -0.1 -0.7 -0.2
H 3.2934 0.7045 0.5691 0.0 0.0 0.0
H 2.1857 1.7161 0.4615 0.5 -0.5 0.1
O 3.1452 1.6468 0.6824 -0.3 0.4 -0.1
H -1.8975 -1.2301 0.6169 -0.5 -0.3 0.0
H -2.6045 -0.2040 -0.0968 -0.8 0.7 0.2
O -2.8420 -1.0244 0.3314 0.6 -0.2 0.1
H -0.7677 0.6510 -1.8014 0.4 -0.3 -0.3
H -1.8106 -0.2698 -1.3842 0.2 -0.8 -0.8
O -1.2877 -0.0795 -2.1818 -0.3 0.9 0.7
```
Positions in Å, forces in eV/Å.

Results
- Kohn-Sham gap: 0.348 Eh
- Charge: -1
- Relative energy (zero: lowest compared OMol25 entry of this formula, charge and spin): 63.34 kJ/mol
- E_tot: -11390.229 eV
- Molecular weight: 99.06 g mol⁻¹

Table of natural (NBO) atomic charges, one value per atom, all in e: O -0.773; C 0.667; O -0.803; H -0.003; H 0.460; H 0.508; O -0.987; H 0.506; H 0.424; O -0.980; H 0.481; H 0.452; O -0.950


# 9
The following is a DFT calculation (ωB97M-V/def2-TZVPD) of 2 unconnected molecules or ions with the total composition CH7OS in a non-equilibrium geometry.

XYZ file:
```
10
Properties=species:S:1:pos:R:3:forces:R:3
O 0.7750 0.7744 1.8022 0.4 2.5 1.6
H -1.7376 0.5468 -1.5520 -0.2 0.2 0.0
H 1.6643 0.4936 2.2042 -2.1 1.3 -0.5
H 0.4549 1.7371 2.1475 1.8 -3.6 -0.8
C -0.1594 -0.8093 -0.3491 -3.2 -0.9 2.3
S -0.9263 -0.4401 -1.9461 1.7 1.1 -0.2
H 0.8663 -0.6483 -0.3117 1.7 0.4 -0.4
H -0.6175 -0.2270 0.5393 0.7 -0.8 -1.8
H -0.4118 -1.8749 -0.1852 0.4 0.5 0.0
H 0.0921 0.4477 -2.3491 -1.2 -0.7 0.1
```
Positions in Å, forces in eV/Å.

Results
- Kohn-Sham gap: 0.402 Eh
- Charge: +1
- Relative energy (zero: lowest compared OMol25 entry of this formula, charge and spin): 96.57 kJ/mol
- E_tot: -14024.576 eV
- Molecular weight: 67.13 g mol⁻¹

Table of natural (NBO) atomic charges, one value per atom, all in e: O -1.011; H 0.197; H 0.508; H 0.512; C -0.759; S 0.476; H 0.272; H 0.320; H 0.263; H 0.222


# 10
The following is a DFT calculation (ωB97M-V/def2-TZVPD) of 2 unconnected molecules or ions with the total composition CH7PSi in a non-equilibrium geometry.

XYZ file:
```
10
Properties=species:S:1:pos:R:3:forces:R:3
C -1.3471 -0.3540 0.9563 -0.8 -2.7 -0.3
Si -0.7286 -1.9325 0.4518 -0.1 2.0 1.1
P 1.5788 1.3124 -1.0402 -0.2 -0.6 0.8
H 1.7060 2.3298 -0.0901 -0.1 0.0 0.6
H -0.9830 0.4822 1.5097 0.9 0.1 0.2
H -2.4427 -0.3624 1.0332 0.2 0.2 -0.7
H -1.4604 -2.9356 -0.3388 -0.3 0.2 0.1
H 0.5951 -2.4481 0.8521 0.1 0.2 -0.3
H 2.5966 1.9363 -1.7294 0.4 0.3 -0.9
H 0.4853 1.9719 -1.6044 -0.1 0.2 -0.5
```
Positions in Å, forces in eV/Å.

Results
- Kohn-Sham gap: 0.317 Eh
- Charge: 0
- Relative energy (zero: lowest compared OMol25 entry of this formula, charge and spin): 262.02 kJ/mol
- E_tot: -18313.501 eV
- Molecular weight: 78.13 g mol⁻¹

Table of natural (NBO) atomic charges, one value per atom, all in e: C -1.096; Si 0.967; P 0.023; H -0.007; H 0.230; H 0.224; H -0.157; H -0.169; H -0.014; H -0.002